The following is a DFT calculation (the ωB97M-V functional and the def2-TZVPD basis) of 10 unconnected molecules or ions with the total composition C69H151N7O13.

```
240
Properties=species:S:1:pos:R:3:forces:R:3:mulliken_charge:R:1
C 10.922 2.785 5.894 -0.776 0.244 -0.336 -1.518
C 11.634 1.416 5.574 -0.553 -0.002 -1.053 1.376
C 13.110 1.686 5.150 -1.138 0.115 -0.130 -1.814
C 11.721 0.520 6.878 -0.208 1.158 -1.819 -1.187
C 10.421 -0.143 7.228 -0.443 -0.030 0.651 -0.649
C 9.796 -1.010 6.128 0.759 0.384 -0.491 -1.268
C 9.700 -0.197 4.717 0.106 -0.893 2.232 1.487
C 9.538 -1.311 3.661 0.224 0.852 -0.559 -1.889
C 8.452 0.639 5.015 -0.308 -0.156 -1.023 -1.725
N 10.888 0.667 4.467 1.901 -1.062 1.004 0.299
O 10.945 1.347 3.189 -0.859 -0.369 1.343 -0.466
H 11.255 3.700 5.404 1.246 -0.243 -0.091 0.432
H 9.912 2.872 5.494 -0.344 -0.883 0.281 0.271
H 10.847 3.031 6.953 0.178 -0.220 0.131 0.299
H 13.209 2.134 4.161 -0.296 -0.288 -0.188 0.408
H 13.492 2.479 5.794 0.326 -0.429 0.426 0.401
H 13.638 0.735 5.204 0.378 0.312 0.003 0.419
H 12.492 -0.249 6.824 0.197 0.158 -0.408 0.378
H 12.042 1.288 7.582 -0.071 -0.449 0.605 0.475
H 10.649 -0.693 8.140 -0.481 -0.379 0.060 0.374
H 9.697 0.622 7.509 -0.041 0.089 0.125 0.266
H 8.791 -1.335 6.398 -0.507 0.861 0.006 0.478
H 10.173 -2.032 6.097 1.324 0.203 -0.576 0.428
H 10.431 -1.929 3.566 0.302 0.322 0.112 0.429
H 9.343 -0.844 2.696 -0.089 -0.172 -0.196 0.433
H 8.750 -2.037 3.864 -0.323 0.414 0.313 0.394
H 8.464 1.548 4.413 -0.326 -0.019 -0.017 0.395
H 8.388 0.881 6.076 0.032 0.267 -0.245 0.289
H 7.591 0.016 4.775 -0.297 0.262 -0.058 0.446
H 11.563 0.799 2.700 0.087 -0.048 -0.104 0.337
C 1.850 10.459 8.663 0.319 0.254 -0.282 -1.798
C 0.932 10.493 7.390 1.715 -1.030 1.057 1.590
C -0.415 11.016 7.817 -0.950 1.273 0.049 -1.872
C 1.692 11.424 6.402 -0.076 0.860 -1.204 -1.228
C 2.885 10.829 5.652 0.330 -1.598 -0.941 -0.757
C 2.316 9.610 4.880 0.799 -0.237 1.553 -1.305
C 1.723 8.529 5.810 -5.042 0.796 -1.238 1.421
C 0.802 7.702 4.725 0.497 -0.060 1.487 -1.770
C 2.648 7.646 6.548 1.010 0.097 -0.986 -1.572
N 0.701 9.160 6.781 1.124 1.825 -3.250 0.055
O 0.072 8.264 7.595 0.023 -0.375 0.621 -0.425
H 1.470 9.818 9.459 -0.070 0.176 0.130 0.439
H 2.900 10.220 8.494 -0.056 -0.667 -0.482 0.344
H 1.993 11.487 8.997 -0.675 0.073 0.470 0.443
H -1.082 11.082 6.958 0.050 0.151 -0.093 0.427
H -1.002 10.527 8.595 0.577 -1.011 -0.127 0.351
H -0.333 11.993 8.294 0.304 0.462 -0.454 0.383
H 1.015 11.784 5.628 -0.436 -0.367 -0.215 0.404
H 2.023 12.390 6.785 -0.180 -0.185 1.067 0.477
H 3.391 11.404 4.876 -0.796 1.063 -0.035 0.392
H 3.788 10.624 6.228 -0.360 -0.586 0.799 0.372
H 3.003 9.020 4.273 0.550 0.455 -0.087 0.573
H 1.593 10.030 4.181 -0.374 -0.318 0.213 0.386
H -0.031 8.253 4.288 0.328 0.678 0.260 0.425
H 0.296 6.866 5.208 0.319 -0.266 0.106 0.390
H 1.406 7.342 3.892 0.207 -0.157 0.126 0.392
H 2.170 6.775 6.995 0.012 0.231 0.085 0.386
H 3.209 8.265 7.249 0.186 -0.388 0.219 0.305
H 3.297 7.325 5.733 0.622 -0.569 0.446 0.416
H 0.690 8.162 8.323 0.041 -0.582 0.705 0.355
C -12.293 -7.169 0.477 -1.043 0.287 -0.477 -1.808
C -11.050 -7.154 -0.365 0.068 0.434 -2.407 1.452
C -10.409 -8.539 -0.321 0.270 0.254 1.911 -1.990
C -11.488 -6.997 -1.906 1.353 1.084 0.866 -1.073
C -11.660 -5.556 -2.316 -2.401 -0.512 -0.935 -0.722
C -10.552 -4.651 -1.990 1.462 0.801 0.675 -1.302
C -10.001 -4.692 -0.517 -3.690 0.478 -0.946 1.521
C -8.626 -4.039 -0.560 0.846 -0.325 1.434 -1.911
C -11.069 -3.918 0.392 1.900 0.990 0.426 -1.640
N -10.069 -6.066 -0.001 -0.154 -1.077 -3.844 0.356
O -9.598 -6.221 1.263 0.567 -0.361 1.392 -0.471
H -12.115 -7.036 1.544 -0.120 0.081 -0.132 0.301
H -12.983 -6.450 0.036 0.033 0.735 0.680 0.334
H -12.872 -8.069 0.268 0.312 -0.482 0.414 0.485
H -9.510 -8.629 -0.931 -0.354 -0.286 -0.244 0.390
H -10.144 -8.740 0.718 0.696 0.193 0.364 0.575
H -11.173 -9.315 -0.356 0.065 -0.020 -1.237 0.387
H -10.675 -7.300 -2.564 0.080 -0.900 0.266 0.352
H -12.423 -7.502 -2.148 0.265 -0.491 0.295 0.371
H -11.838 -5.537 -3.391 0.496 -0.154 -0.437 0.385
H -12.686 -5.289 -2.062 0.095 0.878 1.044 0.399
H -10.756 -3.617 -2.268 -0.505 0.244 0.513 0.437
H -9.725 -4.804 -2.684 0.314 -0.789 0.051 0.439
H -7.883 -4.459 -1.238 -0.417 -0.698 -0.170 0.411
H -8.205 -4.153 0.439 0.254 0.133 0.128 0.418
H -8.547 -2.976 -0.787 -0.922 0.109 0.062 0.376
H -12.142 -3.943 0.202 0.200 -0.733 -0.540 0.289
H -10.828 -2.856 0.439 0.064 0.281 -0.211 0.459
H -10.870 -4.253 1.410 -0.306 -0.116 0.109 0.391
H -8.973 -6.923 1.068 0.576 -0.036 0.951 0.390
C -0.707 -2.357 -10.194 0.313 0.198 1.943 -1.396
C -1.567 -2.328 -8.843 -0.747 -0.921 -0.317 1.367
C -0.687 -2.706 -7.544 -0.926 1.057 -1.676 -1.708
C -2.207 -0.950 -8.575 0.119 -0.245 0.618 -1.317
C -3.401 -0.485 -9.379 -0.903 -0.460 -0.779 -0.589
C -4.532 -1.540 -9.263 1.558 -0.378 0.696 -1.471
C -3.957 -3.002 -9.664 -3.036 0.802 0.447 1.389
C -5.048 -4.026 -9.199 0.273 0.320 -0.610 -1.804
C -3.994 -3.111 -11.244 1.669 -0.268 1.404 -1.357
N -2.751 -3.295 -8.861 0.414 1.151 -0.131 0.139
O -2.361 -4.646 -9.003 -0.026 0.291 0.314 -0.447
H -0.888 -1.556 -10.911 -0.601 -0.211 0.028 0.292
H 0.308 -2.174 -9.841 0.261 -0.053 -0.185 0.506
H -0.675 -3.338 -10.669 -0.198 0.066 -0.131 0.267
H -0.011 -1.865 -7.389 0.488 -0.175 -0.245 0.409
H -1.312 -2.668 -6.652 -0.233 -0.575 -0.203 0.420
H -0.159 -3.650 -7.683 -0.070 0.129 0.210 0.358
H -2.623 -1.039 -7.571 0.081 -0.049 0.323 0.395
H -1.468 -0.155 -8.481 0.333 -0.132 -0.316 0.444
H -3.698 0.463 -8.930 -0.261 0.060 -0.079 0.426
H -3.249 -0.277 -10.438 0.561 -0.017 -0.116 0.291
H -5.474 -1.287 -9.749 0.335 -0.181 -0.794 0.410
H -4.839 -1.458 -8.220 0.180 -0.800 0.401 0.434
H -4.862 -4.955 -9.738 0.318 -0.440 0.799 0.401
H -6.036 -3.784 -9.590 -0.048 0.664 0.024 0.432
H -5.120 -4.092 -8.113 0.223 -0.338 -0.109 0.418
H -4.579 -3.980 -11.547 -0.375 0.469 -0.135 0.368
H -2.977 -3.385 -11.522 0.138 0.362 -0.563 0.276
H -4.288 -2.153 -11.672 -0.018 -0.358 -0.298 0.297
H -1.769 -4.712 -9.756 0.182 0.029 -0.515 0.355
C -2.444 -9.414 -2.999 1.228 -1.770 -1.073 -1.585
C -1.475 -9.929 -1.854 -1.884 1.603 0.186 1.362
C -1.803 -9.029 -0.624 1.184 -0.354 1.170 -1.875
C -1.775 -11.389 -1.555 -1.098 -1.561 -0.498 -1.126
C -1.128 -12.458 -2.466 -0.075 1.174 0.832 -0.768
C 0.337 -12.258 -2.340 -0.168 1.070 -1.583 -1.234
C 0.705 -10.810 -2.776 2.666 -0.739 0.467 1.539
C 2.227 -10.735 -2.293 -1.055 -0.118 0.750 -1.805
C 0.774 -10.685 -4.293 -0.908 0.303 -0.065 -1.835
N -0.094 -9.805 -2.088 2.459 0.374 -0.412 0.268
O 0.358 -8.487 -2.495 -0.562 -0.950 0.805 -0.464
H -2.339 -8.389 -3.354 -0.645 0.359 1.021 0.453
H -2.200 -9.905 -3.940 0.487 -0.569 -0.222 0.383
H -3.424 -9.867 -2.848 -0.367 1.118 0.410 0.385
H -1.030 -9.151 0.135 0.569 -0.515 -0.125 0.490
H -1.666 -7.962 -0.799 -0.767 -0.017 -0.489 0.323
H -2.655 -9.291 0.004 -0.731 0.196 -0.846 0.358
H -1.518 -11.688 -0.539 -0.140 0.423 0.214 0.371
H -2.842 -11.512 -1.737 -0.259 0.094 0.735 0.457
H -1.286 -13.492 -2.158 -0.913 0.122 -0.026 0.334
H -1.425 -12.277 -3.499 -0.150 -0.365 -0.074 0.351
H 0.721 -12.912 -3.123 1.007 -0.137 0.453 0.394
H 0.708 -12.461 -1.335 0.031 -0.168 -0.099 0.462
H 2.246 -10.544 -1.220 -0.118 0.740 0.037 0.461
H 2.875 -10.049 -2.838 -0.149 -0.039 0.064 0.324
H 2.620 -11.752 -2.262 0.280 -0.026 -0.876 0.422
H 1.616 -11.263 -4.675 -0.191 0.003 -0.130 0.467
H 0.882 -9.640 -4.582 0.380 -0.011 0.035 0.406
H -0.171 -10.987 -4.745 0.044 -0.363 -0.253 0.342
H -0.221 -8.235 -3.217 -0.153 0.127 -0.415 0.339
C -0.353 12.385 -5.657 -0.041 -0.410 -0.227 -1.675
C 0.709 11.890 -4.627 -1.274 -0.001 0.280 1.991
C 1.814 12.939 -4.502 0.711 -0.754 -0.800 -2.208
C 0.070 11.771 -3.242 -1.452 -0.008 0.919 -1.496
C -0.722 10.452 -3.044 1.101 -0.049 0.663 -0.578
C 0.236 9.282 -3.238 0.443 0.269 -1.893 -1.066
C 0.766 9.263 -4.740 -1.042 -2.024 0.718 1.151
C 1.885 8.101 -4.747 1.073 2.830 -0.570 -1.775
C -0.365 8.863 -5.707 0.063 -0.661 -0.840 -1.764
N 1.276 10.595 -5.029 1.238 0.170 1.873 0.326
O 1.902 10.740 -6.255 0.043 -0.384 -1.044 -0.482
H -1.376 12.356 -5.283 0.044 0.218 0.337 0.331
H -0.109 13.392 -5.994 -0.205 0.007 -0.027 0.423
H -0.395 11.728 -6.526 0.385 0.152 -0.132 0.323
H 2.268 13.096 -5.480 0.014 0.118 -0.121 0.513
H 1.493 13.924 -4.161 -0.216 -0.274 0.304 0.414
H 2.584 12.484 -3.880 0.093 0.418 0.338 0.492
H 0.714 12.038 -2.404 0.768 -0.838 -0.106 0.429
H -0.637 12.589 -3.108 -0.297 0.206 -0.531 0.437
H -1.113 10.257 -2.046 -0.199 0.916 0.234 0.383
H -1.584 10.484 -3.712 0.094 -0.468 -0.227 0.249
H -0.164 8.322 -2.910 -0.405 -0.134 -0.627 0.501
H 1.133 9.348 -2.623 -0.012 0.680 0.216 0.400
H 1.674 7.038 -4.872 -0.697 0.317 0.545 0.330
H 2.542 8.391 -3.927 -0.277 -0.862 0.807 0.432
H 2.634 8.316 -5.510 -0.399 0.024 -0.880 0.414
H -1.056 9.657 -5.988 -0.076 0.031 0.460 0.321
H -0.905 7.962 -5.418 -0.263 0.197 0.705 0.394
H 0.019 8.500 -6.660 0.565 0.401 -0.222 0.436
H 2.812 10.936 -6.020 0.220 -0.088 -0.152 0.351
C -2.590 -1.637 10.063 -0.784 -0.591 -1.378 -1.572
C -3.260 -0.825 8.902 -0.936 0.861 1.376 1.761
C -2.336 0.234 8.384 0.799 1.849 0.895 -2.169
C -3.524 -1.628 7.674 0.671 -2.280 -1.147 -1.287
C -4.734 -2.495 7.622 -1.801 0.252 1.415 -0.723
C -5.931 -1.638 8.043 0.290 0.738 0.742 -1.267
C -5.803 -0.899 9.477 0.059 -0.295 -0.396 1.552
C -6.914 0.159 9.511 -0.833 -0.036 0.959 -2.064
C -5.938 -1.842 10.771 -0.464 0.272 -0.586 -1.659
N -4.552 -0.135 9.370 1.450 -3.668 -3.760 0.355
O -4.240 0.859 10.215 -0.574 1.526 1.765 -0.474
H -1.530 -1.737 9.827 0.109 0.161 0.445 0.427
H -2.817 -1.315 11.079 0.278 0.442 -0.248 0.269
H -3.005 -2.639 9.960 0.025 -0.262 0.307 0.343
H -2.001 0.906 9.174 0.295 -0.240 0.318 0.441
H -1.447 -0.190 7.917 -0.122 -0.078 -0.099 0.459
H -2.825 0.946 7.720 -0.192 -0.431 -0.476 0.490
H -3.335 -1.087 6.746 -0.656 0.522 0.115 0.449
H -2.872 -2.487 7.513 1.634 0.519 0.614 0.307
H -4.761 -2.930 6.623 -0.610 -0.029 0.046 0.418
H -4.617 -3.298 8.349 0.075 -0.347 -0.052 0.306
H -6.931 -2.070 8.008 0.101 -0.270 -0.173 0.430
H -5.833 -0.825 7.324 -0.787 0.362 0.050 0.425
H -6.749 0.863 10.326 0.229 0.040 0.111 0.498
H -7.870 -0.289 9.780 -0.059 -0.285 -0.132 0.426
H -7.118 0.760 8.625 0.583 -0.279 -0.344 0.372
H -6.952 -2.015 11.132 -0.553 0.550 -0.516 0.456
H -5.485 -1.382 11.650 0.565 -0.046 -0.235 0.370
H -5.649 -2.885 10.645 0.891 0.194 -0.235 0.295
H -4.617 1.576 9.700 0.318 0.851 0.617 0.369
O 6.342 -6.219 -7.136 -0.025 0.676 -0.205 -0.502
C 7.528 -5.584 -6.675 1.155 -1.527 -0.281 -0.375
C 7.498 -5.282 -5.187 1.468 2.009 -1.535 -0.423
O 6.364 -4.558 -4.847 -1.275 -0.560 0.945 -0.484
H 6.195 -5.755 -7.964 -0.662 -0.373 -0.105 0.309
H 8.344 -6.281 -6.864 0.318 -0.429 0.353 0.275
H 7.858 -4.792 -7.348 -0.695 0.811 0.404 0.357
H 8.215 -4.468 -5.079 0.884 -0.436 0.139 0.244
H 7.874 -6.119 -4.599 -0.869 -0.179 0.396 0.287
H 5.615 -5.158 -4.847 -0.303 0.013 -0.108 0.312
O 8.820 1.778 -5.461 -0.084 -0.083 -0.259 -0.506
C 9.383 2.783 -4.657 0.463 2.336 0.365 -0.321
C 9.338 4.190 -5.346 -2.158 -0.898 -0.719 -0.487
O 10.110 4.310 -6.490 1.625 0.294 -0.556 -0.535
H 8.055 1.414 -5.010 0.004 0.013 -0.102 0.314
H 8.834 2.950 -3.730 -0.015 -0.417 0.230 0.303
H 10.424 2.555 -4.430 0.027 -0.218 0.048 0.234
H 9.385 5.116 -4.771 1.075 -0.455 0.667 0.399
H 8.319 4.320 -5.712 -0.777 -0.448 0.218 0.289
H 9.888 3.622 -7.121 -0.162 -0.130 0.111 0.310
O -0.734 -0.472 -0.854 -2.867 -0.647 0.461 -0.493
C 0.405 0.146 -1.159 4.988 0.806 0.422 -0.435
C 1.620 -0.605 -0.467 -2.567 -0.923 -0.190 -0.318
O 2.846 -0.157 -0.887 1.298 0.354 -0.268 -0.502
H -0.938 -1.210 -1.433 0.219 0.052 -0.085 0.324
H 0.723 0.288 -2.191 -0.562 -0.605 -0.598 0.275
H 0.498 1.173 -0.806 -0.856 0.130 0.486 0.275
H 1.523 -1.662 -0.715 -0.274 -0.320 -0.436 0.269
H 1.482 -0.656 0.613 0.081 0.741 0.351 0.276
H 3.341 -0.969 -1.016 0.543 0.407 -0.150 0.328
```
Positions in Å, forces in eV/Å.

Results
* SMILES: CC1(C)CCCC(C)(C)N1O.CC1(C)CCCC(C)(C)N1O.CC1(C)CCCC(C)(C)N1O.CC1(C)CCCC(C)(C)N1O.CC1(C)CCCC(C)(C)N1O.CC1(C)CCCC(C)(C)N1O.CC1(C)CCCC(C)(C)N1O.OCCO.OCCO.OCCO
* energy relative to the best compared isomer or geometry (same formula, charge and spin): 260.6 kcal/mol
* HOMO-LUMO gap: 7.89 eV
* HOMO level: -7.8 eV
* 2S+1: 1
* LUMO energy: 0.13 eV